41
Properties=species:S:1:pos:R:3:nbo_charge:R:1 method="wB97M-V/def2-TZVPD" total_charge=+1 homo_lumo_gap_ev=9.11 homo_energy_ev=-12.212 e_above_lowest_kcal_mol=44.10
Mg 0.507 0.607 0.349 1.686
C 0.612 -1.899 4.905 -0.430
N 0.310 -0.726 4.108 -0.409
C 0.278 0.568 4.770 -0.419
C 0.170 -0.779 2.774 0.675
N -0.371 0.170 2.067 -0.964
N 0.587 -1.948 2.168 -0.619
C 0.777 -2.200 0.834 0.668
N 1.235 -3.428 0.544 -0.787
N 0.458 -1.332 -0.070 -0.964
H 0.542 -1.630 5.956 0.243
H 1.622 -2.281 4.732 0.203
H -0.125 -2.683 4.714 0.212
H 0.770 0.484 5.737 0.230
H -0.741 0.922 4.940 0.209
H 0.826 1.306 4.177 0.223
H -0.701 0.933 2.651 0.389
H 0.883 -2.678 2.804 0.417
H 1.516 -4.087 1.252 0.408
H 1.452 -3.660 -0.411 0.422
H 0.656 -1.672 -1.009 0.391
F 5.552 0.297 -0.022 -0.290
C 4.645 1.246 0.200 0.762
F 4.857 1.745 1.407 -0.282
F 4.804 2.187 -0.724 -0.293
S 2.943 0.482 0.068 2.182
O 2.339 0.568 1.378 -1.005
O 3.127 -0.836 -0.429 -0.889
N 2.080 1.370 -0.902 -1.257
S 1.688 2.706 -0.152 2.201
O 0.411 2.536 0.505 -1.009
O 2.743 3.261 0.602 -0.875
C 1.222 3.766 -1.616 0.760
F 0.391 3.006 -2.345 -0.316
F 2.250 4.101 -2.372 -0.280
F 0.562 4.853 -1.248 -0.282
I -1.800 0.865 -1.190 0.125
C -3.416 -0.310 -0.254 -0.675
I -2.776 -2.111 0.653 0.168
H -4.133 -0.577 -1.027 0.240
H -3.873 0.298 0.521 0.234